Below is a 2-piece molecular cluster, C20H38ClNO4P overall in a non-equilibrium geometry, with properties calculated with wB97M-V/def2-TZVPD.

- HOMO energy (eV) = -4.36
- LUMO (hartree) = 0.079
- orbital gap (eV) = 6.52
- maximum force (eV Å⁻¹) = 6.1
- total charge = -1

```
65
C20H38ClNO4P, DFT wB97M-V/def2-TZVPD
C 0.53837 -3.07064 2.74551
C -0.31233 -1.90013 3.43281
C -0.71303 -0.77745 2.31021
C 0.35512 0.41972 2.51927
N -2.11964 -0.39997 2.60187
C -2.65928 0.67103 1.72186
C -2.09536 0.69291 0.22477
C -2.76523 1.84736 -0.70842
C -1.86800 1.89958 -2.07002
C -1.71098 0.44364 -2.75678
C -0.47465 2.68425 -1.87274
C 0.77155 2.04248 -2.66175
C 2.16783 2.78758 -2.29020
C 2.71981 2.49076 -0.97618
C 3.46191 1.09234 -0.64575
C 2.63939 3.53909 0.24206
C -4.26840 0.40596 1.65434
O -4.86821 -0.03118 0.62075
O -5.04898 0.61322 2.79929
P -2.50021 2.36494 2.63889
O -3.90818 3.30592 2.39023
Cl -0.91302 3.52291 1.77750
H 1.46759 -2.65709 2.21682
H -0.07688 -3.69927 2.01788
H 0.93496 -3.78679 3.56390
H 0.24187 -1.42782 4.31567
H -1.31203 -2.33531 3.79349
H -0.56991 -1.32941 1.30102
H 0.00773 1.18010 3.30672
H 1.29276 -0.08251 2.96667
H 0.69435 0.90793 1.54204
H -2.75877 -1.20265 2.53896
H -2.27598 -0.36256 -0.21109
H -0.95835 0.89706 0.15270
H -2.80797 2.85655 -0.17533
H -3.81816 1.57604 -1.04904
H -2.49118 2.52728 -2.81866
H -1.24450 0.48379 -3.80065
H -2.71641 -0.12181 -2.73158
H -0.99308 -0.20799 -2.12328
H -0.16657 2.72186 -0.76698
H -0.61652 3.76749 -2.22652
H 0.66005 2.18151 -3.80532
H 0.95658 0.93143 -2.39317
H 2.71016 3.46836 -3.03140
H 4.59978 1.27152 -0.62623
H 3.18220 0.26808 -1.39847
H 3.12254 0.78880 0.41703
H 3.09245 4.56485 -0.04444
H 1.53451 3.63993 0.53940
H 3.17765 3.07862 1.15355
H -4.30414 3.42181 3.28934
C 1.37901 -4.43142 -2.16380
C 2.69882 -3.70640 -2.02659
C 2.31461 -2.51168 -1.17618
O 1.23010 -2.93025 -0.33762
C 0.74871 -4.19710 -0.80528
H 1.48228 -5.49014 -2.40862
H 0.77395 -3.95692 -2.94347
H 3.41345 -4.33585 -1.48572
H 3.14712 -3.42397 -2.98093
H 1.95831 -1.68094 -1.79523
H 3.14090 -2.15479 -0.55652
H 1.06233 -4.96128 -0.08520
H -0.34278 -4.18337 -0.84536
```